A 7-piece molecular cluster, C41H92N4O7 overall in a non-equilibrium geometry. Source: the Open Molecules 2025 dataset; level of theory: wB97M-V/def2-TZVPD.

Calculated values
structure (SMILES)	CC1(C)CCCC(C)(C)N1O.CC1(C)CCCC(C)(C)N1O.CC1(C)CCCC(C)(C)N1O.CC1(C)CCCC(C)(C)N1O.CCO.CCO.CO
DFT total energy	-2362.6243	a.u.
HOMO	-8.073	eV
HOMO-LUMO gap	8.37	eV

```
! wB97M-V def2-TZVPD RIJCOSX def2/J DEFGRID3
* xyz 0 1
O -25.47 13.81 23.10
O -15.76 17.26 27.98
O -31.90 10.42 14.99
O -36.55 11.34 22.98
O -28.34 15.23 26.65
O -33.36 23.07 19.04
O -18.80 23.24 17.46
N -36.48 12.57 22.32
N -17.59 22.68 17.30
N -32.13 22.87 18.57
N -24.89 14.46 21.98
C -24.04 16.54 20.08
C -17.89 20.79 18.91
C -15.35 21.18 16.20
C -36.01 11.87 19.93
C -26.95 15.82 21.52
C -30.44 23.51 16.94
C -18.01 17.50 26.94
C -15.30 22.72 16.31
C -26.62 13.69 20.33
C -18.47 20.54 16.44
C -37.34 13.91 20.41
C -29.92 21.63 18.61
C -27.87 14.69 27.89
C -16.80 16.59 27.20
C -17.56 21.21 17.42
C -24.02 16.35 23.33
C -23.01 15.92 21.00
C -35.33 13.63 24.24
C -35.64 14.91 22.18
C -30.87 22.77 20.75
C -33.94 13.17 22.24
C -31.18 22.08 19.39
C -29.36 22.80 17.76
C -36.99 12.48 20.90
C -25.83 14.91 20.96
C -31.87 20.71 19.69
C -17.38 23.57 14.90
C -16.19 20.57 17.29
C -16.68 23.42 16.34
C -25.07 15.50 19.70
C -36.12 14.90 20.75
C -38.34 11.73 20.77
C -32.61 24.23 16.52
C -31.28 25.19 18.40
C -29.45 10.68 14.98
C -31.65 23.95 17.68
C -30.67 11.09 15.60
C -35.36 13.50 22.70
C -22.56 14.35 22.73
C -23.68 15.24 22.31
C -16.34 24.83 16.94
H -23.11 16.63 23.86
H -27.52 15.52 22.40
H -27.25 13.80 27.76
H -18.41 23.89 15.00
H -24.57 17.43 20.43
H -22.16 15.40 20.56
H -23.55 16.80 19.14
H -18.75 23.58 18.36
H -22.58 16.88 21.28
H -16.78 24.33 14.41
H -36.50 15.90 20.55
H -17.20 21.20 19.65
H -32.24 11.00 14.30
H -17.53 18.31 26.38
H -29.14 21.35 19.32
H -15.60 25.47 16.46
H -38.65 11.65 19.73
H -34.59 14.40 24.49
H -31.72 20.03 18.85
H -30.22 23.64 20.67
H -17.22 25.45 16.77
H -27.34 13.16 20.95
H -31.08 26.07 17.79
H -33.10 13.73 22.64
H -36.37 15.47 22.76
H -36.36 13.84 24.51
H -30.77 22.71 16.28
H -16.20 19.48 17.30
H -33.19 23.73 19.72
H -21.59 14.82 22.65
H -38.36 14.18 20.70
H -34.81 15.63 22.18
H -36.00 10.79 22.42
H -27.42 15.33 28.65
H -18.68 17.88 27.72
H -30.64 10.71 16.62
H -32.20 24.84 15.72
H -30.14 20.89 17.84
H -30.87 12.17 15.65
H -18.70 16.92 26.33
H -28.81 14.45 28.40
H -31.82 22.97 21.23
H -17.89 19.70 18.95
H -14.95 22.96 15.31
H -25.87 12.94 20.04
H -30.42 25.08 19.07
H -36.50 11.78 18.96
H -35.79 10.88 20.34
H -22.65 14.01 23.76
H -14.52 23.02 17.00
H -26.45 16.79 21.58
H -25.08 12.94 22.99
H -16.37 16.12 26.31
H -29.89 24.16 16.26
H -27.19 13.92 19.43
H -15.92 20.88 15.32
H -25.85 15.87 19.04
H -37.42 13.92 19.32
H -18.50 19.47 16.65
H -17.00 15.69 27.78
H -35.02 12.65 24.60
H -24.63 14.82 18.97
H -32.93 23.28 16.09
H -15.64 20.85 18.19
H -32.14 25.38 19.05
H -33.97 13.34 21.17
H -35.29 14.83 20.04
H -38.27 10.73 21.20
H -24.66 16.06 24.16
H -24.44 17.20 22.79
H -30.31 22.11 21.41
H -31.40 20.18 20.52
H -17.47 22.68 14.27
H -33.63 12.15 22.49
H -35.11 12.45 19.72
H -32.93 20.71 19.91
H -28.54 22.57 17.07
H -18.21 20.61 15.38
H -27.75 14.93 25.95
H -14.35 20.78 16.02
H -16.15 24.68 18.00
H -28.98 23.57 18.42
H -19.41 21.08 16.45
H -33.56 24.67 16.83
H -18.89 21.15 19.15
H -28.69 11.45 15.06
H -39.13 12.25 21.31
H -29.47 10.32 13.95
H -27.62 16.06 20.69
H -22.53 13.39 22.20
H -16.16 17.73 28.71
H -29.03 9.85 15.56
*
```